The following is a quantum chemistry calculation of the molecule C23H31N5O2, from the OMol25 dataset.

Last column: Mulliken charge in e.
CARTESIAN COORDINATES (ANGSTROEM)
C 3.4727 -1.5465 -7.3234  -1.361
C 3.1538 -1.4413 -5.8368  -0.185
C 3.4006 -0.0288 -5.3107  -0.910
C 2.9642 0.1635 -3.8590  -0.281
C 3.7957 -0.6551 -2.8718  -0.548
C 3.4763 -0.2944 -1.4242  -0.763
O 2.1212 -0.6353 -1.1255  -0.203
C 1.2597 0.3332 -0.9101  0.404
O 1.4976 1.5146 -0.8971  -0.634
C -0.1331 -0.2307 -0.6090  1.297
C -0.3765 -1.4119 -1.4021  -0.358
N -0.5964 -2.3257 -2.0510  -0.560
C -0.1772 -0.5923 0.8688  -0.096
N 0.5233 -1.6302 1.2123  -0.390
C 0.3997 -2.1266 2.4621  0.188
C 1.1713 -3.2252 2.8742  -0.635
C 0.9546 -3.7725 4.1103  -0.526
C -0.0324 -3.2510 4.9620  -0.468
C -0.7947 -2.1780 4.5863  -0.540
C -0.5798 -1.5786 3.3314  0.139
N -1.2656 -0.4748 2.9784  -0.537
C -1.0345 0.0820 1.8062  0.586
N -1.7283 1.2174 1.4899  0.536
C -1.0686 2.4037 0.9715  -0.978
C -2.0748 3.2116 0.1546  -0.663
N -3.1657 3.5942 1.0260  0.073
C -4.0502 4.6096 0.4944  -0.704
C -4.8628 4.2289 -0.7484  -1.045
C -3.8270 2.4136 1.5429  -0.753
C -2.8292 1.5916 2.3578  -0.820
H 2.8473 -0.8669 -7.8984  0.338
H 3.2985 -2.5583 -7.6815  0.380
H 4.5141 -1.2912 -7.5090  0.333
H 3.7731 -2.1535 -5.2894  0.275
H 2.1086 -1.7099 -5.6692  0.298
H 2.8466 0.6773 -5.9339  0.356
H 4.4622 0.2127 -5.4044  0.336
H 3.0520 1.2224 -3.6016  0.374
H 1.9124 -0.1169 -3.7625  0.105
H 3.6001 -1.7182 -3.0127  0.317
H 4.8583 -0.4703 -3.0387  0.333
H 4.0948 -0.8738 -0.7337  0.353
H 3.6220 0.7757 -1.2446  0.425
H -0.8941 0.5184 -0.8437  0.072
H 1.9151 -3.6139 2.1965  0.477
H 1.5410 -4.6177 4.4388  0.382
H -0.1847 -3.7068 5.9295  0.379
H -1.5471 -1.7571 5.2348  0.457
H -0.1928 2.1573 0.3752  0.460
H -0.7387 3.0252 1.8171  0.282
H -1.5918 4.1128 -0.2274  0.423
H -2.4154 2.6041 -0.7035  0.295
H -3.4317 5.4823 0.2643  0.379
H -4.7364 4.8888 1.2994  0.388
H -4.2071 3.9780 -1.5787  0.278
H -5.4843 5.0692 -1.0460  0.419
H -5.5104 3.3799 -0.5433  0.289
H -4.6511 2.7256 2.1875  0.449
H -4.2314 1.7747 0.7379  0.332
H -3.2964 0.6832 2.7372  0.466
H -2.4699 2.1846 3.2080  0.280

Summary:
Total charge ... 0
Electronic energy ... -35899.86781 eV
Lowest unoccupied orbital energy ... -0.2 eV
Structure (SMILES) ... CCCCCCOC(=O)[C@@H](C#N)c1nc2ccccc2nc1N1CCN(CC)CC1
HOMO-LUMO gap ... 8.169 eV


The following is a quantum chemistry calculation of a cluster of 2 separate species, C4H12N2O2 in total at a distorted geometry, from the OMol25 dataset.

Last column: Mulliken charge in e.
CARTESIAN COORDINATES (ANGSTROEM)
C -1.8802 0.3116 0.3560  -0.758
N -0.9341 -0.8428 -0.0372  -0.571
C 0.5024 -0.2476 -0.3549  0.212
C 1.2540 0.1849 0.9878  -1.265
C 0.6268 0.9330 -1.3383  0.290
N 1.6623 0.9199 -2.3787  -0.401
O -0.2742 1.7732 -1.3747  -0.541
H -1.8109 0.9948 -0.5674  0.316
H -2.8647 -0.1328 0.4639  0.343
H -1.5688 0.7361 1.2839  0.267
H -0.6840 -1.3831 0.8259  0.288
H 0.8676 -1.1491 -0.6883  0.281
H 1.1871 -0.6323 1.6531  0.402
H 0.7749 0.9621 1.5378  0.373
H 2.2810 0.5325 0.9475  0.347
H 1.3771 0.9256 -3.3611  0.228
H 2.5520 0.6676 -2.1170  0.192
O -0.7124 -2.3504 2.9341  -0.625
H -0.7203 -2.0872 3.8752  0.310
H -1.6142 -2.4476 2.6781  0.311

Summary:
Total charge ... 0
Electronic energy ... -11416.13114 eV
Lowest unoccupied orbital energy ... 0.7 eV
Structure (SMILES) ... CN[C@H](C)C(N)=O.O
HOMO-LUMO gap ... 9.701 eV


The following is a quantum chemistry calculation of a cluster of 2 separate species, FH3P2 in total at a distorted geometry, from the OMol25 dataset.

Last column: Mulliken charge in e.
CARTESIAN COORDINATES (ANGSTROEM)
F -2.8126 -0.0244 0.1166  -0.361
P 2.2658 0.2043 0.0411  -0.018
P 0.2639 -0.3169 -0.1806  -0.011
H 2.5085 -0.3551 -1.3057  0.056
H -1.9664 0.0070 0.4842  0.315
H -0.2592 0.4851 0.8444  0.018

Summary:
Total charge ... 0
Electronic energy ... -21342.02706 eV
Lowest unoccupied orbital energy ... -1.5 eV
HOMO-LUMO gap ... 8.222 eV


The following is a quantum chemistry calculation of a structure of composition C34H39N5NiO4P2 at a distorted geometry, from the OMol25 dataset.

Last column: Mulliken charge in e.
CARTESIAN COORDINATES (ANGSTROEM)
Ni -0.4692 -1.8431 -4.5618  -0.335
C -0.6535 4.0747 -1.2465  -0.577
C -1.2885 3.3524 -2.1733  -0.780
C -0.6712 2.7024 -3.3776  0.690
C 0.7232 2.0788 -3.1601  0.639
C 1.8716 2.9051 -3.6890  -0.317
C 2.0707 4.2232 -3.5030  -0.558
C 1.2369 5.1315 -2.6598  -0.770
C 0.7886 4.4940 -1.3036  -0.819
C 0.9193 -2.6386 -3.3610  -1.266
H -1.1885 4.3966 -0.3394  0.395
H -2.3619 3.1476 -2.1013  0.377
H -0.6378 3.3748 -4.2518  0.425
H -1.3493 1.8863 -3.6588  -0.424
H 0.8451 1.8189 -2.0951  0.508
H 0.7569 1.1148 -3.6999  -1.051
H 2.6041 2.3473 -4.2907  0.189
H 2.9278 4.7094 -3.9899  0.398
H 0.3663 5.5129 -3.2126  0.331
H 1.8352 6.0285 -2.4350  0.434
H 1.4500 3.6458 -1.0776  0.320
H 0.9453 5.2471 -0.5150  0.444
H 1.2309 -1.9617 -2.5457  0.329
H 1.7520 -3.3414 -3.5599  0.596
H 0.0517 -3.2586 -3.0482  0.192
P 1.4246 -1.7068 -5.4649  0.415
P -2.4591 -0.8614 -5.1638  -0.224
N 2.6405 -0.4599 -5.8384  0.712
N 2.0196 -2.7941 -6.7733  0.460
N -2.4026 0.6952 -6.0262  0.936
N -3.9516 -1.2174 -6.3265  0.135
C 0.1128 -0.9360 -6.4457  -1.271
C -1.2528 -1.6212 -6.3080  -0.698
C 3.8955 -0.3971 -5.2416  -0.699
C 4.6887 0.4877 -5.9623  -0.802
C 3.9087 0.9645 -7.0599  -0.749
C 2.6699 0.3522 -6.9762  -0.234
C 2.4439 -4.0924 -6.5364  -0.333
C 2.8981 -4.6283 -7.7401  -0.686
C 2.7047 -3.6372 -8.7548  -0.671
C 2.1342 -2.5288 -8.1424  -0.191
C -3.0174 1.8638 -5.5796  -0.917
C -2.7871 2.8778 -6.5127  -0.769
C -2.0108 2.3137 -7.5675  -0.910
C -1.8581 0.9658 -7.2801  -0.310
C -4.4353 -0.5832 -7.4793  -0.032
C -5.2430 -1.4603 -8.1986  -0.543
C -5.2804 -2.6813 -7.4591  -0.575
C -4.4759 -2.5021 -6.3347  -0.135
H 0.3799 -1.1091 -7.4944  0.450
H 0.0934 0.1570 -6.3311  1.422
H -1.6653 -1.8409 -7.2969  0.573
H -1.1851 -2.6457 -5.7647  0.310
H 4.0727 -0.9653 -4.3459  0.463
H 5.7035 0.7584 -5.7352  0.433
H 4.1959 1.6608 -7.8340  0.471
H 1.8016 0.4628 -7.6118  0.321
H 2.3308 -4.5101 -5.5450  0.325
H 3.3276 -5.6092 -7.8609  0.435
H 2.9636 -3.7055 -9.7997  0.441
H 1.7571 -1.6204 -8.5968  0.308
H -3.5585 1.8565 -4.6370  0.490
H -3.1641 3.8910 -6.4365  0.522
H -1.6052 2.8256 -8.4362  0.508
H -1.3913 0.1908 -7.8723  0.454
H -4.1720 0.4381 -7.7332  0.325
H -5.7232 -1.2414 -9.1538  0.434
H -5.8205 -3.5834 -7.7183  0.446
H -4.2250 -3.1808 -5.5344  0.503
O -1.5483 -3.5443 -1.1577  -0.758
C -1.3996 -2.3104 -1.0301  0.187
O -1.3422 -1.3829 -1.9045  -0.503
C -1.2219 -1.8595 0.4100  0.060
C -1.0986 -0.4842 0.7241  -0.286
C -0.9794 -0.0516 2.0418  -0.483
C -1.0099 -0.9919 3.0986  0.001
C -1.0583 -2.3714 2.7984  -0.346
C -1.1810 -2.7933 1.4754  -0.406
N -1.1838 -0.5587 4.4458  0.909
O -1.2340 0.6714 4.6802  -0.592
O -1.3106 -1.4371 5.3330  -0.589
H -1.1017 0.2562 -0.0769  0.547
H -0.8908 1.0017 2.2931  0.464
H -1.0285 -3.0811 3.6222  0.443
H -1.2511 -3.8631 1.2809  0.438

Summary:
Total charge ... 0
Electronic energy ... -111138.36627 eV
Expectation value of S² ... 2.021
Lowest unoccupied orbital energy (spin up / spin down) ... -1.2 / -4.9 eV
Spin multiplicity ... 3
HOMO-LUMO gap (spin up / spin down) ... 5.399 / 3.274 eV


Quick rundown of energy above the lowest of the compared OMol25 structures with the same formula, charge and spin, same order as above: 2.660 3.086 1.092 7.384 eV